No. 1
C6H11N4OP3 | the ωB97M-V functional and the def2-TZVPD basis

Properties
- HOMO-LUMO gap (alpha / beta) (eV) = 7.5715 / 7.5695
- energy relative to the best compared isomer or geometry (same formula, charge and spin) (kcal/mol) = 20.9
- total energy (Ha) = -1553.4815

```
25
Properties=species:S:1:pos:R:3:forces:R:3
P 1.55886 -0.08435 -0.66922 -0.635 -0.521 -0.239
P 3.59449 -1.94820 0.35831 -0.068 0.667 0.081
P 4.18872 1.03030 -0.25046 1.217 0.345 -0.177
O 0.28135 0.31319 0.26428 -0.468 0.238 0.273
N 2.32603 2.84748 -0.22872 1.002 -3.344 0.557
N 2.13907 -1.47897 0.05738 0.260 -0.486 -0.348
N 4.60135 -0.61476 0.20792 0.004 -0.714 -0.102
N 2.58597 0.91021 0.23622 -1.151 4.284 -0.036
C -2.02290 0.90147 0.36110 -0.063 0.218 0.033
C -1.00697 -0.08676 0.02604 -0.062 -0.471 -0.182
C -3.30251 0.54929 0.43170 -0.139 0.050 0.062
C -2.78139 -1.63117 -0.70453 -0.113 0.129 0.011
C -3.72475 -0.87559 0.23695 0.104 -0.155 -0.154
C -1.34378 -1.28135 -0.45858 0.248 -0.031 -0.020
H 1.82646 3.09126 0.62192 -0.216 -0.241 0.072
H -2.92675 -2.70558 -0.58338 -0.022 0.016 -0.060
H 1.64335 2.74545 -0.97679 -0.176 -0.108 0.029
H -3.72640 -1.35838 1.22160 -0.049 -0.041 0.013
H -1.68805 1.91081 0.55116 -0.025 0.104 0.036
H -0.57489 -1.98834 -0.73478 0.075 -0.108 0.046
H -4.06850 1.26434 0.70254 0.060 0.127 0.001
H -3.02598 -1.39114 -1.74697 -0.057 -0.033 -0.008
H 4.59641 1.59832 0.97595 0.251 0.238 0.027
H -4.74485 -0.92025 -0.14782 -0.003 -0.033 0.083
H 5.59568 -0.79724 0.24818 0.030 -0.132 0.001
```
Positions in Å, forces in eV/Å.



No. 2
C5H14N2 | the ωB97M-V functional and the def2-TZVPD basis

Properties
- HOMO-LUMO gap (alpha / beta) (eV) = 2.6675 / 9.5437
- expectation value of S² = 0.7503
- net charge = -1
- 2S+1 = 2
- energy relative to the best compared isomer or geometry (same formula, charge and spin) (kcal/mol) = 22.6
- total energy (Ha) = -308.3271

```
21
Properties=species:S:1:pos:R:3:forces:R:3
N -1.21939 -0.95861 0.56577 0.648 0.745 -0.862
N 2.66252 -0.85515 -0.56853 0.062 0.451 0.773
C 2.20925 0.30415 0.21051 -0.563 -0.012 0.402
C -2.41021 -1.09984 -0.26597 -0.628 1.060 0.325
C -0.89738 1.42497 -0.36654 0.134 0.223 1.286
C 0.87840 0.10174 0.99864 1.660 1.159 -0.901
C -0.28876 0.08477 -0.00962 0.116 -1.711 0.283
H 0.06568 -0.28681 -0.98869 0.094 -0.375 0.475
H 3.04022 0.60446 0.85414 -0.218 0.137 0.239
H -3.05969 -1.95904 -0.09522 0.557 -0.426 0.219
H -0.14044 2.11520 -0.76441 -0.183 -0.160 -0.240
H 0.85834 1.00421 1.61577 -0.453 0.023 0.104
H 0.95896 -0.74001 1.68459 -0.382 -0.325 -0.284
H -2.06399 -1.07970 -1.30024 -0.193 -0.255 -0.079
H 2.91530 -0.56196 -1.49661 -0.335 -0.492 -0.354
H -1.72093 1.28447 -1.06512 0.049 0.334 -0.128
H 2.01239 -1.62590 -0.49836 -0.007 0.158 -0.584
H -3.11985 -0.25546 -0.16152 0.266 0.004 -0.149
H 1.94138 1.17725 -0.40075 0.508 -0.160 -0.316
H -1.26928 1.89937 0.55569 -0.239 0.023 -0.287
H -1.35251 -0.57810 1.49648 -0.892 -0.399 0.079
```
Positions in Å, forces in eV/Å.



No. 3
C4H8O2 | the ωB97M-V functional and the def2-TZVPD basis

Properties
- HOMO-LUMO gap (eV) = 4.2429
- energy relative to the best compared isomer or geometry (same formula, charge and spin) (kcal/mol) = 216.4
- total energy (Ha) = -307.3676

```
14
Properties=species:S:1:pos:R:3:forces:R:3
O 0.54192 1.10758 -2.63022 0.095 0.775 -0.133
O 0.83062 -2.26653 0.41752 -0.140 -0.444 -0.266
C -0.78547 1.18307 -0.59916 -1.334 -0.771 2.215
C 0.54454 -1.67941 1.56356 0.433 1.297 -0.700
C 0.08240 0.25836 0.08718 0.786 0.118 -1.912
C -0.10405 -0.35777 1.30350 -0.238 -0.833 1.286
H 1.43938 -1.55969 2.23983 -0.393 0.144 0.109
H 0.64232 1.72846 -3.38068 -0.050 -0.226 0.587
H -1.48675 1.62768 0.13149 0.188 0.210 -0.442
H -0.16558 1.79889 -1.42586 0.386 -0.753 -0.666
H -0.14947 -2.30419 2.17052 -0.064 -0.040 0.109
H -0.92480 -0.07609 1.95490 0.023 0.395 0.072
H -1.39553 0.61746 -1.32270 0.468 0.307 -0.338
H 0.93047 -0.07782 -0.50989 -0.159 -0.180 0.080
```
Positions in Å, forces in eV/Å.



No. 4
C34H39AlClN3O8P2 | the ωB97M-V functional and the def2-TZVPD basis

Properties
- HOMO-LUMO gap (eV) = 7.4938
- total energy (Ha) = -3470.8156

```
88
Properties=species:S:1:pos:R:3:forces:R:3
Cl 6.49177 -5.91211 0.74283 0.052 0.024 -0.021
P -0.66934 1.83911 -1.70323 0.067 -0.165 0.028
P -0.88561 1.63276 1.59344 0.183 -0.003 -0.308
Al 0.95923 0.39151 0.25686 0.434 -0.008 0.237
O 2.08538 -1.75192 -2.03532 -0.185 -0.062 -0.123
O 6.08418 -2.49468 -0.42251 0.183 0.596 0.085
O 0.41365 -0.91712 -0.84003 -0.379 -0.326 0.255
O 1.82299 -2.43424 2.92095 0.048 0.199 0.014
O 1.96562 1.76346 -0.53357 -0.187 -0.061 0.072
O 1.04697 -3.83763 0.09256 0.045 -0.152 0.086
O 0.91593 -0.67555 1.85570 -0.223 0.030 -0.096
O 3.78413 2.15800 -1.79441 -0.054 -0.067 0.026
N -3.02147 3.22708 1.25388 0.035 0.119 -0.118
N -3.07291 3.17957 -1.53303 -0.072 0.012 0.054
N 2.81577 -0.29993 0.41183 -0.112 0.096 -0.084
C -3.98873 3.88548 0.57121 0.033 0.001 0.105
C -3.17661 1.23107 3.26814 -0.002 -0.062 0.040
C 3.90415 -5.54917 1.46303 -0.095 -0.032 0.017
C 4.55014 -4.67729 -0.68584 -0.290 -0.692 -0.265
C -2.14316 2.54445 -0.86166 -0.011 0.018 -0.092
C 4.82686 -0.54611 -0.75931 -0.070 -0.073 0.131
C 2.60965 -5.08017 1.29930 0.027 -0.097 -0.049
C -4.03434 3.83172 -0.83387 0.016 -0.027 -0.136
C -1.85913 2.03526 -4.30086 0.028 -0.089 -0.014
C 1.55829 -5.33087 2.33481 -0.114 -0.099 0.041
C 0.00521 0.43796 -3.92014 0.029 -0.006 -0.041
C -2.20144 -0.72072 2.06782 -0.044 -0.074 -0.004
C -2.24694 -0.03104 -2.92470 -0.040 -0.035 -0.003
C 1.07462 -1.90696 -1.37531 0.203 0.238 -0.183
C 0.50657 -3.30557 -1.10876 0.063 0.124 -0.072
C -5.94392 5.27995 0.59108 -0.011 0.003 -0.031
C 3.26081 -4.18713 -0.86442 -0.099 -0.354 -0.125
C 4.86587 -5.33433 0.48559 -0.099 -0.199 -0.072
C -0.20844 3.03025 2.53927 -0.014 0.021 0.130
C -2.14675 2.53365 0.56892 -0.036 0.058 0.143
C 2.31102 -4.36556 0.12935 -0.187 -0.151 -0.086
C 1.82796 -1.58708 2.05606 0.131 0.130 0.092
C 0.10783 3.41667 -2.19382 0.013 0.038 -0.084
C 2.99190 -1.41258 1.09675 0.148 -0.027 0.111
C -1.87016 0.58949 2.78792 -0.072 0.050 0.098
C 3.15331 1.47607 -1.02334 0.168 0.071 -0.028
C 5.00422 -1.76503 -0.08825 0.322 0.262 -0.046
C 4.09727 -2.20352 0.88395 -0.029 0.465 0.284
C 3.68054 0.15931 -0.47055 0.057 0.055 -0.007
C -1.24470 1.06324 -3.28967 -0.084 0.194 -0.132
C -4.96318 4.63136 1.27876 0.008 -0.009 0.013
C -5.99779 5.21605 -0.82487 0.004 -0.006 0.015
C -1.01441 0.32808 4.03589 -0.108 -0.005 0.015
C -5.06718 4.51020 -1.52631 0.024 -0.012 0.004
H -2.17255 1.47739 -5.18894 0.010 -0.024 0.020
H -3.56819 0.59657 4.06777 -0.012 -0.012 -0.008
H 1.17979 -4.39193 2.73296 0.005 -0.114 -0.013
H -5.07900 4.45278 -2.60637 -0.005 0.006 -0.008
H 0.96646 3.20528 -2.83143 0.018 -0.005 0.007
H 1.96938 -5.92181 3.15199 -0.006 -0.002 0.013
H -0.02035 -0.03369 3.80316 0.110 -0.036 -0.046
H -1.30718 -1.30549 1.86052 -0.013 0.027 -0.011
H 5.54266 -0.20582 -1.49210 0.004 0.013 -0.015
H -3.92677 1.28324 2.48343 -0.036 -0.005 -0.030
H 0.51083 -0.26105 -3.25795 -0.001 0.005 0.009
H -3.19489 0.39207 -2.58677 0.000 0.021 0.027
H -4.90202 4.65902 2.35840 0.004 0.003 0.010
H -1.01408 3.60729 2.99396 0.010 -0.014 0.004
H 0.70336 -3.95251 -1.96774 0.085 -0.025 0.081
H -1.85562 -0.68410 -2.14174 0.014 -0.015 0.007
H 4.23246 -3.13244 1.42509 0.079 0.267 0.050
H 4.16415 -6.09143 2.36266 0.012 0.004 0.001
H -0.59304 4.07599 -2.70493 -0.014 0.001 -0.013
H 0.49905 3.90411 -1.30165 -0.016 -0.003 0.014
H -6.78604 5.74071 -1.34795 -0.009 0.001 -0.003
H -0.29071 -0.09643 -4.82698 0.007 -0.012 -0.006
H 5.29962 -4.53133 -1.45214 -0.128 -0.135 -0.052
H 0.46247 2.65608 3.31102 0.023 -0.005 -0.003
H -1.51878 -0.44089 4.62629 0.020 -0.004 0.003
H 6.05520 -3.35147 0.02260 0.100 0.106 0.149
H -1.13306 2.77906 -4.62971 0.029 0.025 0.015
H -2.45120 -0.64265 -3.80739 -0.019 -0.008 -0.001
H -3.03656 2.23357 3.66769 0.027 -0.001 0.018
H 3.02514 -3.61854 -1.75101 0.018 -0.018 -0.008
H -2.73691 -0.53760 1.13127 0.001 0.014 -0.019
H -0.95317 1.22285 4.65759 0.040 0.019 -0.008
H -2.72141 2.55080 -3.89305 -0.097 0.050 0.036
H 0.36195 3.67124 1.86677 -0.013 -0.011 -0.028
H -0.56465 -3.24157 -0.92522 0.029 0.012 -0.061
H 0.72806 1.20059 -4.21664 0.015 0.016 0.022
H -6.69333 5.85102 1.12233 -0.005 0.001 0.014
H -2.86250 -1.30997 2.70810 0.008 -0.027 -0.004
H 0.71582 -5.87439 1.90400 0.004 -0.025 -0.040
```
Positions in Å, forces in eV/Å.